{
  "formula": "C11H25N3",
  "method": "ωB97M-V/def2-TZVPD",
  "species": ["H", "N", "C", "N", "C", "C", "C", "N", "C", "C", "C", "C", "C", "C", "C", "H", "H", "H", "H", "H", "H", "H", "H", "H", "H", "H", "H", "H", "H", "H", "H", "H", "H", "H", "H", "H", "H", "H", "H"],
  "positions_angstrom": [[-2.691, -3.510, -1.638], [-2.313, -2.758, -1.081], [-2.173, -1.631, -1.686], [-1.609, -0.556, -1.041], [-1.293, -0.518, 0.408], [0.139, -0.082, 0.559], [0.427, -0.076, 2.065], [1.613, 0.759, 2.366], [1.417, 2.120, 2.919], [1.140, 3.161, 1.786], [2.953, 0.509, 1.777], [3.949, 0.099, 2.819], [-2.556, -1.525, -3.117], [-1.376, -2.064, -3.986], [-2.979, -0.118, -3.618], [-1.382, 0.296, -1.557], [-1.959, 0.208, 0.958], [-1.452, -1.491, 0.903], [0.833, -0.781, 0.098], [0.244, 0.927, 0.101], [-0.457, 0.310, 2.657], [0.642, -1.085, 2.401], [2.294, 2.478, 3.466], [0.607, 2.131, 3.622], [0.932, 4.150, 2.222], [1.952, 3.219, 1.075], [0.209, 2.906, 1.266], [2.840, -0.353, 1.096], [3.291, 1.396, 1.196], [4.186, 0.960, 3.441], [3.506, -0.719, 3.412], [4.895, -0.247, 2.377], [-3.480, -2.118, -3.340], [-1.616, -2.039, -5.082], [-1.075, -3.158, -3.738], [-0.499, -1.448, -3.834], [-3.394, -0.232, -4.624], [-2.092, 0.550, -3.680], [-3.673, 0.329, -2.968]],
  "forces_ev_per_angstrom": [[-0.21, 0.27, -0.40], [0.50, 0.70, 0.98], [-0.22, -1.27, 0.92], [-0.49, 0.07, 0.37], [-0.54, 0.02, -0.72], [-0.53, 0.30, 0.88], [1.17, 1.83, -0.05], [0.37, 0.89, 1.32], [0.38, -0.18, -1.99], [-1.00, -0.08, 1.06], [-1.76, -0.41, -0.53], [0.51, -0.19, 0.37], [-0.40, 0.47, -2.19], [-0.33, -1.62, -0.41], [2.07, -0.64, -0.66], [-0.37, -0.70, 0.24], [0.47, -0.53, -0.71], [-0.06, 0.22, -0.73], [-0.12, 0.04, -0.38], [0.24, -0.58, 0.42], [1.04, -0.30, -0.61], [-0.20, -0.37, 0.06], [0.14, -0.41, 0.00], [-0.53, -0.16, 0.33], [0.38, -0.11, -0.12], [0.21, 0.06, -0.16], [0.24, -0.14, -0.08], [0.03, 0.50, -0.12], [-0.12, -0.55, 0.19], [0.02, -0.14, 0.39], [0.34, 0.41, -0.05], [-0.25, 0.06, 0.05], [0.94, -0.05, 0.67], [0.08, 0.04, 0.94], [-0.66, 1.86, -0.24], [0.26, 0.17, 0.07], [0.02, 0.21, 0.18], [-0.49, -0.25, -0.10], [-1.10, 0.57, 0.79]],
  "lowdin_charge": [0.03, 0.11, -0.46, 0.04, -0.21, -0.20, -0.18, -0.20, -0.22, -0.09, -0.26, -0.11, -0.37, -0.08, -0.08, 0.13, 0.13, 0.11, 0.11, 0.11, 0.13, 0.11, 0.10, 0.09, 0.07, 0.05, 0.06, 0.11, 0.11, 0.06, 0.08, 0.07, 0.14, 0.08, 0.10, 0.06, 0.08, 0.08, 0.06],
  "lumo_energy_ev": 0.838,
  "smiles": "[H]/N=C(/NCCCN(CC)CC)C(C)C",
  "total_energy_ha": -598.3494,
  "gap_ev": 8.460,
  "spin_multiplicity": 1,
  "de_lowest_kj_mol": 24.4
}


{
  "formula": "C11H25O6Si2",
  "method": "ωB97M-V/def2-TZVPD",
  "species": ["C", "C", "O", "O", "C", "C", "C", "C", "Si", "O", "Si", "C", "C", "C", "O", "H", "H", "H", "H", "H", "H", "H", "H", "H", "H", "H", "H", "H", "H", "H", "H", "H", "H", "H", "H", "H", "H", "C", "C", "O", "O", "H", "H", "H"],
  "positions_angstrom": [[-1.456, 2.792, 2.912], [-1.104, 3.007, 1.469], [-1.372, 3.983, 0.825], [-0.463, 1.943, 0.931], [-0.475, 1.906, -0.513], [-1.795, 1.368, -1.050], [-2.153, -0.013, -0.491], [-1.128, -1.106, -0.902], [-0.158, -1.760, 0.550], [0.062, -3.408, 0.420], [1.187, -4.165, 1.364], [2.747, -4.463, 0.376], [3.747, -3.290, 0.442], [5.198, -3.718, 0.733], [3.682, -2.586, -0.810], [-0.855, 1.997, 3.355], [-1.265, 3.722, 3.455], [-2.516, 2.544, 2.982], [-0.257, 2.890, -0.932], [0.352, 1.239, -0.782], [-1.665, 1.292, -2.138], [-2.604, 2.089, -0.898], [-2.220, 0.064, 0.599], [-3.138, -0.293, -0.876], [-1.641, -1.957, -1.361], [-0.431, -0.716, -1.651], [1.182, -1.112, 0.607], [-0.868, -1.494, 1.820], [1.502, -3.277, 2.514], [0.619, -5.420, 1.907], [2.432, -4.577, -0.667], [3.211, -5.406, 0.683], [3.441, -2.586, 1.228], [5.794, -3.603, -0.174], [5.636, -3.108, 1.528], [5.250, -4.761, 1.058], [3.565, -1.645, -0.636], [-2.570, 4.816, -2.242], [-3.938, 4.779, -2.971], [-4.669, 3.790, -2.722], [-4.167, 5.741, -3.737], [-2.452, 3.950, -1.591], [-1.761, 4.829, -2.978], [-2.486, 5.720, -1.637]],
  "forces_ev_per_angstrom": [[0.42, 0.17, 0.27], [0.04, -0.03, -0.45], [-0.09, 0.11, 0.37], [-0.24, -0.11, 0.05], [0.19, -0.17, -0.33], [0.18, -0.03, -0.14], [0.13, 0.15, -0.35], [-0.14, -0.05, 0.27], [-0.18, 0.13, -0.37], [0.21, 0.23, 0.28], [-0.04, -0.17, -0.08], [0.03, 0.02, 0.03], [0.04, 0.14, -0.02], [-0.15, -0.10, 0.09], [-0.02, 0.13, 0.12], [-0.15, -0.01, -0.09], [-0.20, -0.11, -0.07], [0.08, 0.03, -0.01], [-0.12, 0.00, 0.17], [-0.10, 0.04, 0.15], [-0.14, 0.06, 0.11], [0.10, -0.15, 0.08], [-0.17, -0.07, -0.07], [0.06, 0.09, 0.18], [0.06, 0.06, 0.01], [-0.07, -0.09, -0.01], [0.03, -0.05, 0.10], [0.03, 0.01, 0.05], [0.03, -0.02, 0.04], [-0.02, -0.03, -0.11], [0.11, -0.08, 0.05], [-0.03, 0.08, -0.01], [0.00, -0.14, -0.06], [-0.04, -0.04, 0.08], [0.04, 0.00, -0.17], [0.04, 0.12, -0.04], [0.02, -0.17, -0.03], [-0.05, -0.12, -0.02], [0.04, 0.03, -0.03], [0.03, -0.08, 0.04], [0.01, -0.02, 0.02], [0.02, 0.16, -0.04], [-0.01, 0.05, -0.02], [0.00, 0.03, -0.04]],
  "lowdin_charge": [0.02, -0.54, 0.12, -0.03, -0.17, -0.18, -0.25, -0.29, 0.52, -0.43, 0.50, -0.25, -0.49, -0.05, -0.07, 0.08, 0.09, 0.09, 0.12, 0.11, 0.13, 0.11, 0.08, 0.11, 0.07, 0.07, -0.01, -0.01, -0.01, -0.03, 0.09, 0.07, 0.10, 0.08, 0.07, 0.07, 0.08, -0.05, -0.81, -0.12, -0.12, 0.01, 0.06, 0.06],
  "lumo_energy_ev": 2.154,
  "total_energy_ha": -1464.6958,
  "gap_ev": 5.922,
  "total_charge": -1,
  "spin_multiplicity": 1
}


{
  "formula": "C11H26Br2HfN5O2P",
  "method": "ωB97M-V/def2-TZVPD",
  "species": ["C", "O", "C", "C", "C", "C", "C", "N", "C", "N", "N", "C", "N", "P", "N", "O", "C", "Br", "C", "C", "Br", "H", "H", "H", "H", "H", "H", "H", "H", "H", "H", "H", "H", "H", "H", "H", "H", "H", "H", "H", "H", "H", "H", "H", "H", "H", "H", "Hf"],
  "positions_angstrom": [[0.663, 0.982, -4.025], [1.195, 1.128, -2.655], [0.499, 0.182, -1.719], [-0.325, 1.130, -0.665], [-1.421, 2.032, -1.487], [-2.620, 2.673, -0.557], [-3.269, 1.625, 0.531], [-2.822, 2.007, 1.946], [-2.795, 0.732, 2.797], [-1.659, 0.184, 3.337], [-4.114, -0.009, 3.047], [1.669, -0.753, -1.046], [1.276, -2.190, -0.787], [-0.428, -2.392, -0.324], [-0.422, -3.715, 0.896], [-1.277, -3.038, -1.710], [2.415, -0.034, 0.267], [1.479, -0.348, 2.004], [3.884, -0.824, 0.385], [4.403, -0.970, 1.950], [5.332, 0.026, -0.705], [1.000, 1.909, -4.698], [-0.505, 0.948, -4.097], [1.174, 0.038, -4.542], [-0.263, -0.407, -2.407], [0.423, 1.881, -0.141], [-0.770, 0.439, 0.167], [-1.915, 1.492, -2.408], [-0.831, 2.965, -1.941], [-2.292, 3.680, -0.032], [-3.503, 2.979, -1.295], [-4.440, 1.716, 0.523], [-2.953, 0.494, 0.334], [-1.877, 2.472, 1.931], [-1.856, -0.692, 3.873], [-4.286, -0.595, 2.180], [-4.041, -0.651, 3.869], [2.537, -0.806, -1.866], [1.377, -2.687, -1.714], [-1.278, -3.583, 1.488], [-0.623, -4.602, 0.352], [-1.356, -2.292, -2.373], [2.640, 1.104, 0.093], [3.786, -1.945, -0.014], [3.920, -1.904, 2.513], [5.562, -1.245, 1.869], [4.345, 0.021, 2.569], [4.363, 0.841, 4.287]],
  "forces_ev_per_angstrom": [[0.68, 0.34, -2.27], [-2.24, -1.95, 0.56], [0.07, 2.06, -1.44], [0.41, 0.03, 0.09], [-0.35, 0.88, 0.03], [-0.60, 0.19, -0.66], [-0.66, 0.76, -0.29], [1.59, -4.81, 0.48], [-0.08, -0.76, 1.35], [-2.57, 1.89, -1.66], [3.02, 0.39, -2.07], [1.73, 0.98, -0.45], [-1.72, 1.33, -1.01], [-0.52, -3.63, -0.99], [-1.40, 1.32, -2.14], [2.00, 2.53, 2.50], [2.00, -1.02, -1.84], [0.03, 0.62, -0.67], [-0.67, -0.40, 1.03], [2.06, -3.30, -1.33], [-1.36, -0.45, 0.81], [-0.57, -1.94, 1.88], [2.21, -0.12, 0.43], [-1.27, 1.78, 1.12], [1.58, 0.70, 1.64], [-1.37, -1.66, -1.10], [0.48, 1.42, -1.44], [1.04, 0.76, 1.97], [-1.09, -2.10, 0.91], [-0.59, -2.20, -0.91], [1.99, -0.63, 1.60], [2.14, -0.35, -0.16], [-0.72, 2.07, 0.24], [-1.22, -0.61, 0.34], [-0.25, 1.00, -0.39], [-0.43, 1.02, 1.30], [0.03, 0.83, -0.84], [-1.88, 0.27, 1.77], [-0.06, 0.42, 0.98], [0.90, -0.14, -0.42], [0.36, 0.82, 0.61], [-0.05, -1.19, 0.50], [-0.81, -2.23, 0.37], [0.19, 2.40, 1.13], [0.68, 2.39, -0.88], [-2.34, 0.89, 0.37], [-0.18, -0.50, -1.36], [-0.17, -0.09, 0.33]],
  "lowdin_charge": [-0.06, -0.18, -0.27, -0.16, -0.15, -0.14, -0.17, 0.10, -0.29, 0.15, 0.15, -0.31, -0.10, 1.04, -0.09, -0.20, -0.57, 0.67, -0.71, -0.28, 0.77, 0.15, 0.11, 0.14, 0.14, 0.14, 0.04, 0.13, 0.16, 0.14, 0.15, 0.17, 0.12, 0.14, 0.08, 0.12, 0.12, 0.18, 0.14, 0.07, 0.10, 0.09, 0.13, 0.14, 0.13, 0.13, -0.22, 1.90],
  "lumo_energy_ev": -16.966,
  "total_energy_ha": -6394.1858,
  "gap_ev": 2.820,
  "total_charge": 4,
  "spin_multiplicity": 1
}